No. 1
Below is a 14-piece molecular cluster, C47H69ClIN15O overall, with properties calculated with ωB97M-V with the def2-TZVPD basis set.

Element x y z (Å)
C -4.44 0.20 4.01
C -4.10 1.59 3.47
C -3.97 1.56 1.95
Cl -3.68 3.23 1.33
C -2.95 0.61 1.41
C -3.36 -0.41 0.59
C -2.44 -1.34 0.06
N -2.88 -2.35 -0.74
C -1.97 -3.15 -1.21
C -0.57 -2.99 -0.96
C 0.45 -3.91 -1.56
C 0.37 -4.04 -3.08
C -0.70 -4.93 -3.70
I -0.99 -6.81 -2.76
N -0.14 -2.03 -0.18
C -1.07 -1.19 0.35
C -0.65 -0.16 1.20
C -1.56 0.72 1.74
O -1.24 1.72 2.58
C 0.14 2.02 2.74
C 0.85 1.26 3.90
C -0.04 0.17 4.50
C 2.25 0.78 3.41
C 2.52 -0.73 3.43
C 2.90 -1.24 4.82
C 3.70 -1.02 2.49
H -4.62 0.28 5.08
H -3.62 -0.50 3.86
H -5.33 -0.20 3.55
H -4.87 2.29 3.77
H -3.16 1.90 3.92
H -4.94 1.29 1.54
H -4.41 -0.52 0.34
H -2.30 -3.98 -1.82
H 0.41 -4.88 -1.06
H 1.42 -3.48 -1.32
H 0.17 -3.04 -3.48
H 1.34 -4.33 -3.46
H -0.41 -5.17 -4.72
H -1.66 -4.42 -3.78
H 0.41 -0.09 1.42
H 0.68 1.92 1.80
H 0.17 3.08 2.98
H 1.03 1.98 4.69
H 0.33 -0.13 5.48
H -0.12 -0.72 3.88
H -1.05 0.55 4.66
H 3.00 1.22 4.07
H 2.47 1.15 2.41
H 1.69 -1.31 3.03
H 3.92 -0.94 5.06
H 2.25 -0.85 5.60
H 2.84 -2.32 4.86
H 4.63 -0.69 2.97
H 3.81 -2.09 2.30
H 3.62 -0.47 1.55
C 2.00 0.00 -4.16
C 1.69 -1.19 -4.93
N 1.44 -2.12 -5.56
H 2.78 0.58 -4.65
H 1.12 0.63 -4.09
H 2.33 -0.24 -3.15
C -0.06 2.82 -5.96
C 0.65 3.16 -4.74
N 1.22 3.24 -3.75
H -0.29 3.70 -6.56
H 0.56 2.15 -6.54
H -0.99 2.32 -5.73
C 5.89 3.06 5.68
C 4.47 3.37 5.54
N 3.35 3.60 5.44
H 6.25 3.34 6.67
H 6.06 2.00 5.55
H 6.47 3.60 4.94
C 7.41 5.29 9.22
C 8.07 4.33 8.35
N 8.57 3.57 7.66
H 8.13 6.02 9.59
H 6.63 5.82 8.68
H 6.97 4.78 10.08
C 2.14 1.41 8.54
C 3.42 1.46 9.23
N 4.44 1.50 9.76
H 1.49 2.21 8.89
H 2.27 1.55 7.46
H 1.63 0.47 8.71
C 2.63 -1.00 -7.79
C 2.67 0.37 -7.32
N 2.73 1.43 -6.87
H 3.60 -1.48 -7.70
H 1.92 -1.58 -7.19
H 2.32 -1.05 -8.83
C 3.77 4.18 -9.46
C 2.34 4.12 -9.72
N 1.21 4.07 -9.90
H 3.99 4.91 -8.69
H 4.13 3.21 -9.12
H 4.32 4.46 -10.36
C -0.02 4.59 -1.08
C 0.75 4.50 0.15
N 1.37 4.40 1.11
H -0.17 5.63 -1.36
H 0.50 4.08 -1.89
H -1.00 4.13 -0.93
C -9.16 -0.04 2.20
C -7.87 -0.10 1.54
N -6.86 -0.14 1.01
H -9.43 -1.00 2.63
H -9.15 0.70 3.00
H -9.94 0.25 1.49
C 0.50 -4.40 -6.60
C 1.79 -4.36 -7.27
N 2.82 -4.32 -7.79
H 0.55 -5.04 -5.72
H 0.21 -3.40 -6.28
H -0.26 -4.79 -7.28
C -4.72 -5.22 -2.60
C -5.99 -5.90 -2.73
N -7.00 -6.44 -2.83
H -3.89 -5.93 -2.70
H -4.61 -4.46 -3.37
H -4.63 -4.73 -1.63
C 3.20 -7.24 -4.81
C 3.43 -6.34 -3.69
N 3.60 -5.63 -2.81
H 2.60 -8.09 -4.49
H 2.66 -6.71 -5.61
H 4.14 -7.60 -5.21
C -9.48 4.43 1.57
C -10.40 3.32 1.35
N -11.13 2.46 1.18
H -8.46 4.12 1.32
H -9.75 5.27 0.94
H -9.51 4.75 2.61

Summary:
HOMO energy, eV: -8.39
Total charge: 0
Largest force on an atom, eV/Å: 1.7

Löwdin atomic charge list, values in e, 6 entries:
1 C -0.084
2 C -0.272
3 C -0.629
4 Cl 0.615
5 C -0.178
6 C 0.051

***

No. 2
Below is a 8-piece molecular cluster, C47H71ClF3O32PS7Si overall, with properties calculated with ωB97M-V with the def2-TZVPD basis set.

Element x y z (Å)
C -2.34 1.45 0.72
P -1.71 0.27 -0.58
O -2.54 0.63 -1.97
C 0.14 0.62 -0.83
C 0.40 1.87 -1.72
C 0.83 3.16 -1.02
O 1.99 3.30 -0.67
C -0.10 4.33 -0.81
C 0.42 5.48 -0.26
C -0.33 6.61 -0.06
C -1.66 6.58 -0.44
C -2.20 5.44 -0.96
C -1.43 4.31 -1.16
O 0.49 -0.47 -1.74
C 1.80 -0.83 -1.55
O 2.35 -1.72 -2.11
C 2.37 0.10 -0.45
C 3.64 -0.43 0.20
C 4.52 0.65 0.85
C 5.31 1.44 -0.15
F 6.03 0.78 -1.08
C 5.35 2.77 -0.14
F 4.87 3.51 0.83
F 5.93 3.42 -1.14
C 1.06 0.26 0.35
Cl 1.32 1.49 1.65
C 0.68 -1.08 1.05
C -0.15 -0.95 2.33
C 0.57 -0.99 3.71
C 2.11 -1.08 3.77
C 2.75 0.07 4.59
C 4.27 -0.11 4.66
C 5.19 1.13 4.45
C 4.52 2.50 4.19
Si 4.09 3.50 5.76
C 4.55 2.48 7.31
C 5.05 5.11 5.90
C 2.21 3.76 5.92
C 1.75 4.35 7.09
C 0.39 4.51 7.27
C -0.51 4.12 6.31
C -0.07 3.57 5.13
C 1.29 3.41 4.96
H -2.57 0.83 1.58
H -1.61 2.21 1.00
H -3.29 1.91 0.42
H -2.56 1.59 -2.15
H 1.20 1.63 -2.42
H -0.47 2.09 -2.34
H 1.48 5.47 0.00
H 0.15 7.49 0.35
H -2.27 7.47 -0.31
H -3.25 5.42 -1.25
H -1.89 3.44 -1.59
H 2.72 0.97 -1.02
H 4.24 -0.87 -0.62
H 3.51 -1.24 0.92
H 3.99 1.36 1.48
H 5.23 0.13 1.51
H 0.04 -1.61 0.33
H 1.56 -1.72 1.15
H -0.80 -0.07 2.31
H -0.86 -1.80 2.31
H 0.16 -1.83 4.28
H 0.27 -0.10 4.28
H 2.38 -2.01 4.29
H 2.64 -1.10 2.82
H 2.39 0.99 4.14
H 2.30 0.02 5.60
H 4.55 -0.87 3.94
H 4.52 -0.55 5.63
H 5.83 0.93 3.59
H 5.88 1.19 5.29
H 5.27 3.12 3.68
H 3.66 2.48 3.51
H 3.81 1.68 7.36
H 4.35 3.14 8.17
H 5.57 2.10 7.28
H 6.11 4.93 5.66
H 4.70 5.91 5.24
H 5.04 5.44 6.94
H 2.42 4.68 7.88
H 0.03 4.96 8.18
H -1.58 4.22 6.46
H -0.73 3.24 4.34
H 1.64 2.98 4.03
O 3.44 -7.70 -1.30
S 2.29 -7.34 -2.05
O 1.18 -8.21 -2.20
O 2.77 -6.85 -3.50
C 2.31 -5.51 -3.75
C 2.23 -4.87 -2.38
O 1.74 -5.92 -1.52
H 1.33 -5.56 -4.22
H 3.01 -4.99 -4.40
H 1.57 -4.02 -2.35
H 3.22 -4.58 -2.02
O 7.54 -1.47 4.75
S 6.71 -2.60 4.55
O 5.48 -2.78 5.23
O 7.59 -3.93 4.74
C 7.55 -4.72 3.55
C 7.34 -3.73 2.43
O 6.44 -2.76 2.97
H 6.72 -5.42 3.63
H 8.48 -5.28 3.44
H 6.92 -4.18 1.54
H 8.27 -3.22 2.17
O 6.74 -7.02 7.28
S 8.08 -6.80 6.85
O 8.44 -6.74 5.48
O 9.02 -7.87 7.59
C 10.04 -7.19 8.34
C 9.41 -5.87 8.73
O 8.64 -5.49 7.58
H 10.90 -7.05 7.69
H 10.33 -7.79 9.20
H 10.15 -5.11 8.97
H 8.72 -5.99 9.57
O -5.70 0.73 0.59
S -6.66 -0.31 0.49
O -7.87 -0.31 1.22
O -5.90 -1.70 0.74
C -6.06 -2.56 -0.40
C -6.21 -1.62 -1.57
O -6.99 -0.53 -1.06
H -6.95 -3.16 -0.25
H -5.19 -3.22 -0.50
H -6.70 -2.08 -2.42
H -5.24 -1.22 -1.89
O -7.57 -0.18 -7.27
S -7.34 -0.35 -5.88
O -7.02 -1.61 -5.31
O -8.58 0.28 -5.08
C -8.13 1.30 -4.18
C -6.88 1.86 -4.83
O -6.23 0.71 -5.40
H -7.90 0.84 -3.22
H -8.90 2.06 -4.05
H -6.22 2.35 -4.12
H -7.12 2.55 -5.64
O -5.21 3.21 -12.26
S -5.78 2.85 -11.01
O -5.82 3.76 -9.91
O -5.11 1.48 -10.53
C -6.13 0.48 -10.32
C -7.23 0.86 -11.28
O -7.26 2.30 -11.25
H -6.46 0.54 -9.29
H -5.73 -0.51 -10.52
H -8.20 0.45 -10.98
H -7.00 0.55 -12.30
O -10.92 1.67 -8.85
S -10.88 0.51 -9.66
O -9.65 -0.11 -10.02
O -11.74 0.77 -10.98
C -12.78 -0.20 -11.09
C -13.10 -0.59 -9.66
O -11.83 -0.61 -9.01
H -12.39 -1.05 -11.66
H -13.64 0.22 -11.61
H -13.58 -1.57 -9.59
H -13.73 0.16 -9.18

Summary:
HOMO energy, eV: -8.85
Total charge: 0
Largest force on an atom, eV/Å: 2.1

Löwdin atomic charge list, values in e, 6 entries:
1 C -0.236
2 P 0.993
3 O -0.308
4 C -0.472
5 C -0.040
6 C -0.332